[1]
Below is an isolated molecule of C21H32N2O3S, with properties calculated with ωB97M-V/def2-TZVPD.

Computed properties:
energy relative to the best compared isomer or geometry (same formula, charge and spin): 97.5 kJ/mol
SMILES string: CS(=O)(=O)Cc1ccc(C(=O)NCC2(N3CCCCC3)CCCCC2)cc1

Structure (XYZ):
```
59
Properties=species:S:1:pos:R:3:mulliken_charge:R:1
C -6.22 -2.04 0.28 -0.91
S -6.38 -0.57 -0.78 1.17
O -7.78 -0.35 -1.05 -0.66
O -5.50 -0.73 -1.91 -0.60
C -5.77 0.81 0.26 -1.40
C -4.37 0.51 0.64 0.70
C -4.06 0.05 1.92 -0.55
C -2.76 -0.29 2.24 -0.74
C -1.75 -0.19 1.29 0.90
C -0.35 -0.55 1.70 0.25
O 0.04 -0.41 2.84 -0.70
N 0.41 -1.08 0.72 0.08
C 1.82 -1.30 0.86 -2.03
C 2.63 -0.49 -0.18 1.40
N 1.93 0.80 -0.33 1.11
C 2.20 1.61 -1.51 -0.83
C 1.11 2.67 -1.67 -0.69
C 1.05 3.58 -0.45 -0.92
C 0.88 2.71 0.79 -0.47
C 1.99 1.66 0.84 -1.38
C 2.65 -1.26 -1.52 -1.50
C 3.39 -2.59 -1.45 -0.78
C 4.83 -2.37 -0.98 -0.73
C 4.84 -1.65 0.36 -0.75
C 4.09 -0.33 0.28 -1.27
C -2.06 0.29 0.02 -0.15
C -3.35 0.64 -0.30 -0.83
H -6.55 -2.89 -0.31 0.39
H -5.18 -2.14 0.55 0.28
H -6.86 -1.90 1.14 0.32
H -5.86 1.69 -0.37 0.42
H -6.45 0.88 1.10 0.43
H -4.83 -0.04 2.66 0.37
H -2.50 -0.63 3.23 0.51
H 0.05 -1.10 -0.22 0.26
H 2.03 -2.37 0.76 0.45
H 2.08 -1.01 1.88 0.59
H 2.19 1.00 -2.40 0.45
H 3.18 2.12 -1.44 0.28
H 1.31 3.26 -2.57 0.42
H 0.15 2.17 -1.79 0.20
H 0.23 4.29 -0.53 0.42
H 1.98 4.15 -0.37 0.34
H 0.92 3.31 1.70 0.35
H -0.09 2.21 0.76 0.06
H 1.86 1.06 1.75 0.62
H 2.96 2.18 0.91 0.57
H 3.16 -0.67 -2.27 0.68
H 1.62 -1.43 -1.86 0.28
H 2.90 -3.30 -0.78 0.35
H 3.39 -3.04 -2.44 0.41
H 5.35 -3.33 -0.90 0.37
H 5.36 -1.76 -1.72 0.33
H 4.39 -2.29 1.12 0.35
H 5.87 -1.46 0.67 0.41
H 4.12 0.15 1.26 0.45
H 4.61 0.33 -0.42 0.39
H -1.28 0.42 -0.72 0.10
H -3.59 1.00 -1.28 0.43
```


[2]
Below is the ion C15H12Cl2NO5S2 with charge -1, with properties calculated with ωB97M-V/def2-TZVPD.

Computed properties:
total charge: -1
SMILES string: Cc1ccc([S@@](=O)([O-])=NC(=O)[C@@H](Cl)S(=O)(=O)c2ccc(Cl)cc2)cc1

Structure (XYZ):
```
37
Properties=species:S:1:pos:R:3:mulliken_charge:R:1
C -4.72 1.06 -1.93 -1.36
C -3.25 1.02 -2.19 1.00
C -2.61 -0.22 -2.30 -0.66
C -1.23 -0.29 -2.52 -0.47
C -0.49 0.89 -2.58 0.01
S 1.27 0.80 -2.83 1.22
O 1.54 -0.21 -3.84 -0.68
O 1.76 2.13 -3.05 -0.68
N 1.90 0.09 -1.28 -0.33
C 3.07 0.37 -0.79 0.45
O 4.04 1.04 -0.57 -0.61
C 3.20 -1.01 0.19 -0.21
Cl 4.48 -2.10 -0.48 -0.21
S 3.51 -1.04 2.02 1.27
O 4.16 0.20 2.32 -0.63
O 4.08 -2.27 2.54 -0.69
C 1.86 -1.02 2.76 -0.28
C 1.12 0.14 2.61 -0.16
C -0.16 0.25 3.14 -0.90
C -0.69 -0.85 3.81 0.63
Cl -2.25 -0.74 4.45 -0.24
C 0.02 -2.04 3.95 -0.73
C 1.30 -2.11 3.41 -0.14
C -1.13 2.13 -2.52 -0.40
C -2.50 2.19 -2.32 -0.63
H -5.07 2.09 -1.87 0.35
H -5.27 0.55 -2.73 0.32
H -4.98 0.55 -0.99 0.31
H -3.20 -1.14 -2.21 0.34
H -0.74 -1.26 -2.62 0.38
H 2.24 -1.65 0.14 0.34
H 1.56 0.98 2.11 0.42
H -0.73 1.17 3.04 0.39
H -0.42 -2.89 4.47 0.39
H 1.88 -3.01 3.53 0.45
H -0.54 3.05 -2.63 0.45
H -3.01 3.16 -2.25 0.28
```


[3]
Below is a cluster of 4 separate species, C22H18INO15 in total, with properties calculated with ωB97M-V/def2-TZVPD.

Computed properties:
SMILES string: NC[C@@H]1OC(=O)O[C@@H]1I.O=C1C=C(O)C(=O)C=C1O.O=C1C=C(O)C(=O)C=C1O.O=C1C=C(O)C(=O)C=C1O

Structure (XYZ):
```
57
Properties=species:S:1:pos:R:3:mulliken_charge:R:1
N 5.09 0.75 -2.38 -0.67
C 3.72 0.71 -3.06 -0.56
C 2.62 0.72 -1.84 0.28
O 2.18 -0.69 -1.80 -0.02
C 0.84 -0.65 -2.32 0.45
O -0.12 -1.46 -2.21 -0.55
O 0.65 0.60 -3.05 -0.33
C 1.24 1.56 -2.09 -0.36
I 1.32 3.47 -3.12 0.05
H 5.02 1.57 -1.73 0.29
H 5.06 -0.07 -1.73 0.32
H 3.66 -0.30 -3.62 0.24
H 3.58 1.58 -3.79 0.30
H 3.02 1.06 -0.81 0.33
H 0.64 1.49 -1.09 0.38
O 0.29 2.33 0.60 -0.67
C -0.27 1.98 1.62 1.05
C 0.30 0.99 2.54 -1.08
C -0.36 0.62 3.64 0.45
O 0.17 -0.30 4.50 -0.56
C -1.69 1.19 3.98 0.76
O -2.27 0.81 4.98 -0.61
C -2.26 2.20 3.07 -0.81
C -1.60 2.57 1.97 0.47
O -2.11 3.51 1.13 -0.60
H 1.27 0.58 2.28 0.49
H -0.50 -0.40 5.22 0.35
H -3.22 2.62 3.34 0.39
H -1.44 3.60 0.41 0.34
O 5.64 -3.39 -1.83 -0.62
C 5.08 -3.73 -0.80 0.89
C 5.66 -4.73 0.11 -0.93
C 5.01 -5.09 1.22 0.31
O 5.54 -6.02 2.07 -0.56
C 3.68 -4.51 1.56 0.92
O 3.10 -4.89 2.57 -0.61
C 3.11 -3.50 0.66 -0.72
C 3.77 -3.13 -0.44 0.05
O 3.25 -2.19 -1.29 -0.34
H 6.62 -5.14 -0.15 0.43
H 4.88 -6.11 2.79 0.35
H 2.16 -3.08 0.93 0.51
H 3.91 -2.10 -2.01 0.26
O -5.96 -0.22 -2.44 -0.60
C -6.03 0.71 -1.65 0.82
C -4.85 1.26 -0.99 -0.85
C -4.96 2.27 -0.11 -0.05
O -3.86 2.80 0.51 -0.22
C -6.29 2.85 0.23 0.98
O -6.37 3.75 1.05 -0.63
C -7.48 2.31 -0.45 -0.92
C -7.36 1.31 -1.33 0.34
O -8.45 0.80 -1.97 -0.56
H -3.89 0.83 -1.24 0.57
H -4.21 3.50 1.09 0.33
H -8.43 2.75 -0.21 0.42
H -8.10 0.09 -2.55 0.35
```


[4]
Below is an isolated molecule of C6H10O, with properties calculated with ωB97M-V/def2-TZVPD.

Computed properties:
energy relative to the best compared isomer or geometry (same formula, charge and spin): 168.3 kJ/mol
SMILES string: C[C@H]1CC=C[C@H]1O

Structure (XYZ):
```
17
Properties=species:S:1:pos:R:3:mulliken_charge:R:1
C -1.71 1.16 -0.73 -1.28
C -0.75 0.23 0.10 0.18
C -0.24 -0.80 -0.90 -0.72
C 0.87 -1.56 -0.26 -0.53
C 1.41 -0.89 0.75 -0.53
C 0.67 0.36 1.15 0.10
O 1.60 1.42 1.39 -0.55
H -1.26 1.55 -1.66 0.34
H -2.56 0.54 -1.09 0.33
H -2.17 1.99 -0.20 0.35
H -1.41 -0.21 0.86 0.24
H 0.25 -0.17 -1.65 0.27
H -0.99 -1.39 -1.44 0.43
H 1.25 -2.49 -0.67 0.41
H 2.39 -1.15 1.16 0.41
H 0.17 0.25 2.12 0.20
H 2.48 1.16 1.08 0.33
```


no.,energy (eV),lowest unoccupied orbital energy (eV),HOMO-LUMO gap (eV)
1,-42255.176,0.45,8.8917
2,-74192.367,2.30,7.6738
3,-63402.556,-2.03,7.7731
4,-8429.496,0.90,10.0562